C40H76BO36P4 | wB97M-V/def2-TZVPD

Atoms and positions in Å:
O: -0.1361 -2.6918 -1.5551
C: -0.1798 -1.8566 -0.6353
O: 0.0943 -0.6211 -0.7704
B: 0.1914 0.0454 0.5446
O: -0.2116 -1.0230 1.4944
C: -0.4708 -2.1504 0.7975
O: -0.6182 -3.2415 1.3287
O: -0.6207 1.2827 0.6517
C: 0.1624 2.2893 0.9794
O: -0.1597 3.4346 1.2732
C: 1.5912 1.8329 1.0862
O: 1.5717 0.4853 0.8620
O: 2.5371 2.5881 1.2182
C: 2.0074 1.8648 -2.2849
C: 2.2854 3.3671 -2.3115
O: 1.5097 4.0986 -3.3062
P: 0.1962 4.9549 -2.7095
O: -0.4122 5.8982 -3.7476
O: -0.7510 3.7314 -2.1844
C: -1.2932 2.7990 -3.1528
C: -2.5965 3.3834 -3.7603
O: 0.6655 5.6504 -1.3161
C: 1.3391 6.9155 -1.4088
C: 2.7370 6.6812 -1.8753
H: 2.6396 1.3006 -1.5993
H: 0.9909 1.6883 -1.9331
H: 2.0431 1.4286 -3.2832
H: 2.2425 3.8777 -1.3495
H: 3.3378 3.5369 -2.5387
H: -0.5213 2.6612 -3.9099
H: -1.4684 1.7986 -2.7571
H: -2.5359 4.2995 -4.3479
H: -3.0735 2.6891 -4.4521
H: -3.3911 3.5091 -3.0249
H: 0.8740 7.6355 -2.0821
H: 1.2810 7.3017 -0.3912
H: 3.2222 5.9471 -1.2320
H: 2.7724 6.2885 -2.8915
H: 3.4174 7.5325 -1.8970
C: -6.4453 -1.2303 7.9150
C: -5.6070 -1.3071 6.6023
O: -4.7798 -2.4322 6.5750
P: -3.6294 -2.6210 5.4193
O: -2.5208 -3.5432 5.8008
O: -3.1376 -1.0781 5.1752
C: -1.9989 -0.8413 4.3541
C: -0.6874 -0.8143 5.0855
O: -4.4918 -3.0311 4.1037
C: -4.9259 -4.3452 4.0213
C: -4.2604 -5.1777 2.9938
H: -6.9901 -0.3004 8.0784
H: -7.2394 -1.9769 7.9012
H: -5.7731 -1.3267 8.7675
H: -6.3005 -1.3496 5.7625
H: -4.9903 -0.4111 6.5322
H: -1.8501 -1.5568 3.5453
H: -2.1554 0.1451 3.9175
H: -0.4586 -1.7658 5.5656
H: 0.0272 -0.6193 4.2859
H: -0.6853 0.0214 5.7852
H: -5.0067 -4.8267 4.9958
H: -5.9863 -4.2831 3.7767
H: -4.2884 -4.7918 1.9748
H: -3.2571 -5.3317 3.3910
H: -4.8705 -6.0763 2.9020
C: -2.9791 -6.4810 -1.1319
C: -2.7791 -5.0013 -1.3300
O: -4.1145 -4.4124 -1.2016
P: -4.3211 -2.8826 -1.1686
O: -5.7187 -2.4110 -1.1713
O: -3.4641 -2.3807 -2.4022
C: -3.1463 -1.0656 -2.4954
C: -4.2971 -0.3784 -3.3856
O: -3.4154 -2.4690 0.1373
C: -4.0002 -1.9729 1.2855
C: -3.7973 -0.4073 1.3081
H: -3.6002 -6.7778 -0.2867
H: -3.4146 -6.8766 -2.0494
H: -1.9821 -6.9215 -1.1340
H: -2.0806 -4.5627 -0.6173
H: -2.2929 -4.8517 -2.2940
H: -2.9534 -0.6418 -1.5099
H: -2.1731 -0.9832 -2.9792
H: -5.2317 -0.2983 -2.8305
H: -4.0476 0.6713 -3.5411
H: -4.4398 -0.9290 -4.3154
H: -4.9994 -2.3413 1.5178
H: -3.3702 -2.3968 2.0675
H: -4.4708 0.1697 0.6744
H: -3.8753 -0.0656 2.3402
H: -2.8324 -0.0198 0.9812
C: 8.6784 1.5478 -3.0613
C: 8.8118 0.3136 -2.1134
O: 7.6631 -0.4711 -2.1943
P: 6.1373 -0.0048 -1.8893
O: 5.5368 0.9302 -2.8812
O: 5.3432 -1.4744 -1.7684
C: 4.0544 -1.6738 -1.1303
C: 4.2782 -1.7824 0.3702
O: 6.1966 0.5749 -0.3456
C: 5.2768 1.4684 0.1302
C: 5.5814 2.9960 -0.1934
H: 8.4377 1.2506 -4.0820
H: 7.8801 2.2610 -2.8565
H: 9.5184 2.2415 -3.0975
H: 9.6663 -0.2932 -2.4130
H: 8.9977 0.7183 -1.1185
H: 3.3939 -0.8501 -1.4012
H: 3.5793 -2.5668 -1.5364
H: 4.7703 -0.8490 0.6434
H: 3.3537 -1.6858 0.9396
H: 4.9148 -2.5991 0.7106
H: 4.2620 1.0995 -0.0187
H: 5.2723 1.3849 1.2170
H: 5.2429 3.7086 0.5587
H: 6.6643 3.0893 -0.2753
H: 5.2377 3.2941 -1.1840
C: 0.9777 -3.2091 -4.6825
C: -0.1018 -4.1274 -4.1432
O: -0.4455 -4.9407 -5.2639
C: -0.0404 -4.3855 -6.3800
O: -0.3338 -4.6521 -7.5172
O: 0.7194 -3.3374 -6.0843
H: 1.9788 -3.5807 -4.4638
H: 0.8737 -2.1524 -4.4362
H: -0.9937 -3.6586 -3.7273
H: 0.4044 -4.6249 -3.3159
C: -3.0578 4.4787 0.7726
C: -3.4144 2.9350 0.8780
O: -4.6597 2.8364 0.2212
C: -4.9216 3.9664 -0.4603
O: -5.9321 4.1820 -1.1147
O: -3.9295 4.8440 -0.2449
H: -2.0424 4.6186 0.4018
H: -3.1818 5.1364 1.6329
H: -3.4812 2.5720 1.9036
H: -2.6430 2.3775 0.3467
C: 1.4617 -5.5687 0.2324
C: 2.9180 -5.0721 0.5127
O: 3.5531 -5.2855 -0.7354
C: 2.8066 -5.8433 -1.5777
O: 3.1234 -6.0629 -2.7414
O: 1.6399 -6.1700 -1.0083
H: 0.7648 -4.7307 0.2411
H: 1.1693 -6.2629 1.0203
H: 3.3995 -5.6204 1.3224
H: 2.9885 -4.0032 0.7144
C: 2.5836 5.5857 1.6875
C: 2.5758 5.0841 3.0863
O: 2.8295 6.2487 3.7713
C: 2.8044 7.3550 2.9666
O: 2.9984 8.5267 3.2820
O: 2.5382 6.9506 1.7096
H: 1.6897 5.1594 1.2322
H: 3.3963 5.1051 1.1429
H: 3.4302 4.4125 3.1699
H: 1.6413 4.6299 3.4157

Results
LUMO energy ... 1.3 eV
E_HOMO ... -8.89 eV
Maximum force ... 0.094 hartree/bohr
Total charge ... -1
Energy ... -154272.1188 eV


C40H77F18N4O9 | wB97M-V/def2-TZVPD

Atoms and positions in Å:
C: 1.3335 -0.7727 2.1340
C: 0.2447 0.4596 2.0373
C: -0.2391 0.8305 0.5141
C: 0.0524 2.4250 0.0986
C: 1.6914 2.7457 0.0054
C: 2.3342 2.5041 -1.4802
C: 2.8711 0.9836 -1.7836
F: 4.3672 1.0657 -1.9962
F: 2.7033 0.1970 -0.5459
C: 2.2889 0.2934 -3.1510
F: 0.9409 0.8268 -3.5770
F: 3.2060 0.8132 -4.2417
C: 2.4251 -1.3302 -3.2529
F: 2.4842 -1.6164 -4.7365
F: 3.7749 -1.7273 -2.7064
C: 1.3235 -2.2211 -2.4439
F: 1.9686 -2.5649 -1.1201
F: 0.0009 -1.5856 -2.2499
C: 1.0082 -3.7066 -3.1275
F: 2.3803 -4.2461 -3.4749
F: 0.3286 -3.5810 -4.4718
C: 0.3669 -4.8162 -2.1430
F: 1.3942 -5.4328 -1.2198
F: -0.0489 -5.9769 -3.0201
C: -0.9089 -4.4396 -1.2296
F: -1.2601 -5.7152 -0.4903
F: -0.6288 -3.4689 -0.1049
C: -2.2819 -3.9854 -1.9798
F: -2.7029 -2.5630 -1.6899
F: -2.3362 -4.1959 -3.4397
F: -3.4146 -4.8127 -1.4137
C: -0.4873 3.4749 1.2856
N: -1.8940 3.0590 1.6203
C: -2.8374 3.0649 0.4546
N: -3.7911 1.8694 0.6639
C: -3.8325 4.4004 0.4595
O: -3.4099 5.6265 0.8182
N: -5.2665 4.1589 0.0423
C: -5.4540 4.1994 -1.4578
O: -5.4257 3.0810 -2.2132
F: -5.6496 5.5125 -2.1293
C: -2.2006 2.8913 -1.0261
N: -0.7096 2.8106 -1.1434
H: 2.4051 -0.2584 2.0200
H: 1.3443 -1.2935 3.1858
H: 1.2628 -1.5335 1.2267
H: -0.7117 0.0910 2.6492
H: 0.6915 1.3507 2.6502
H: 0.1633 0.0771 -0.3174
H: -1.4219 0.6677 0.5015
H: 1.7599 3.9227 0.1999
H: 2.2959 2.2612 0.8959
H: 1.6319 2.9476 -2.3382
H: 3.3020 3.2046 -1.5233
H: 0.2533 3.4730 2.2076
H: -0.4448 4.5859 0.8505
H: -1.9542 2.2086 2.2186
H: -4.4343 2.0422 1.4668
H: -4.3099 1.6546 -0.2241
H: -5.9467 4.7584 0.5584
H: -2.5486 3.8335 -1.6723
H: -2.6511 1.9530 -1.6107
H: -0.4972 2.0616 -1.8673
H: -0.3081 3.7086 -1.5187
C: 0.7611 -8.9696 -0.5631
C: -0.4430 -9.7139 -0.0083
C: -1.3466 -10.2154 -1.1236
O: -1.1835 -8.8448 0.8447
H: 0.4479 -8.0911 -1.1384
H: 1.3959 -8.6038 0.2511
H: 1.3606 -9.6163 -1.2114
H: -0.1047 -10.5599 0.5998
H: -1.7345 -9.3811 -1.7187
H: -2.2152 -10.7382 -0.7092
H: -0.8103 -10.8994 -1.7887
H: -1.4880 -8.0906 0.3131
C: 3.7208 0.4117 6.4444
C: 3.5457 -0.0606 5.0098
C: 4.8224 -0.6880 4.4732
O: 3.1825 1.0467 4.1892
H: 4.5040 1.1752 6.5128
H: 2.7980 0.8722 6.8132
H: 3.9854 -0.4203 7.1043
H: 2.7284 -0.7881 4.9591
H: 5.6446 0.0364 4.4717
H: 4.6854 -1.0120 3.4359
H: 5.1200 -1.5530 5.0741
H: 3.9025 1.6979 4.2282
C: -6.9622 -1.8163 1.8087
C: -5.6747 -1.7003 1.0082
C: -5.2627 -3.0422 0.4241
O: -4.6354 -1.2140 1.8534
H: -6.8391 -2.5061 2.6513
H: -7.2399 -0.8456 2.2334
H: -7.7856 -2.1733 1.1824
H: -5.8079 -0.9725 0.2005
H: -5.0793 -3.7754 1.2175
H: -4.3281 -2.9460 -0.1390
H: -6.0352 -3.4360 -0.2438
H: -4.5102 -1.8541 2.5737
C: 6.9880 6.2227 -2.6194
C: 6.6296 4.8046 -2.2040
C: 7.0788 3.7920 -3.2454
O: 5.2188 4.7065 -2.0277
H: 6.4940 6.4924 -3.5596
H: 6.6477 6.9417 -1.8665
H: 8.0690 6.3351 -2.7479
H: 7.0972 4.5741 -1.2406
H: 6.5881 3.9754 -4.2078
H: 6.8034 2.7772 -2.9390
H: 8.1626 3.8315 -3.3927
H: 4.7953 4.9098 -2.8783
C: -2.6866 9.2151 3.5175
C: -2.0235 7.8959 3.8809
C: -0.8611 7.5855 2.9514
O: -2.9848 6.8467 3.8017
H: -3.0923 9.1826 2.5001
H: -3.5291 9.4195 4.1869
H: -1.9765 10.0453 3.5842
H: -1.6668 7.9362 4.9158
H: -1.2020 7.4952 1.9140
H: -0.4014 6.6275 3.2171
H: -0.0963 8.3668 3.0012
H: -3.3072 6.8037 2.8860
C: 8.0218 -4.3414 2.8069
C: 6.5716 -4.2513 3.2545
C: 5.6446 -4.9530 2.2747
O: 6.1950 -2.8810 3.3623
H: 8.1624 -3.8580 1.8336
H: 8.6761 -3.8216 3.5150
H: 8.3470 -5.3836 2.7295
H: 6.4646 -4.6998 4.2482
H: 5.7008 -4.4912 1.2826
H: 4.6031 -4.8693 2.6032
H: 5.8985 -6.0135 2.1814
H: 6.2870 -2.4746 2.4845
C: -7.4319 -0.6744 -4.4258
C: -7.5583 0.4381 -5.4544
C: -6.1955 0.8782 -5.9651
O: -8.2244 1.5521 -4.8657
H: -6.8584 -0.3391 -3.5543
H: -8.4196 -0.9724 -4.0580
H: -6.9373 -1.5524 -4.8527
H: -8.1728 0.0950 -6.2939
H: -5.5782 1.2686 -5.1482
H: -6.3013 1.6876 -6.6953
H: -5.6639 0.0467 -6.4381
H: -7.6859 1.8634 -4.1192

Results
LUMO energy ... -3.7 eV
E_HOMO ... -11.41 eV
Maximum force ... 0.189 hartree/bohr
Total charge ... +1
Energy ... -116008.8363 eV


C40H78F3O38Rb | wB97M-V/def2-TZVPD

Atoms and positions in Å:
Rb: -3.2943 -2.2785 -0.8551
C: -1.3438 0.5772 -1.0122
O: -1.1454 -0.5778 -0.2151
O: -1.9414 0.2105 -2.1606
C: -2.0655 1.6979 -0.1998
F: -1.8395 1.6225 1.1687
F: -1.5637 2.8943 -0.5337
F: -3.4086 1.6523 -0.3065
C: 0.0915 -1.2979 -0.3217
C: 0.1813 -2.2184 0.8679
H: 1.1656 -2.6739 0.9997
H: -0.0229 -1.6900 1.8040
H: -0.5472 -3.0392 0.8541
H: 0.9094 -0.5828 -0.2088
H: 0.0746 -1.8966 -1.2338
H: -0.3240 0.9621 -1.2255
C: 0.2009 7.1356 -3.9696
O: -0.3739 6.4782 -2.8515
C: -1.6958 6.3952 -2.7738
O: -2.4602 7.1319 -3.3134
O: -1.9787 5.5196 -1.8268
C: -3.3511 5.2440 -1.5648
H: 0.6093 6.3398 -4.6011
H: 1.0678 7.7201 -3.6729
H: -0.5172 7.7000 -4.5552
H: -3.4686 4.4013 -0.8920
H: -3.9631 5.1035 -2.4587
H: -3.7418 6.1255 -1.0359
C: -4.5660 -5.7138 0.2694
O: -3.4566 -6.4083 0.8255
C: -2.2404 -6.0609 0.3911
O: -1.9926 -5.2564 -0.4641
O: -1.3784 -6.8249 1.0203
C: -0.0104 -6.7200 0.6069
H: -4.8496 -4.9502 1.0052
H: -5.4248 -6.3769 0.1694
H: -4.4576 -5.2019 -0.6869
H: 0.6269 -7.0077 1.4402
H: 0.2640 -5.6935 0.3706
H: 0.1793 -7.3914 -0.2262
C: 1.1970 4.2461 -0.6220
O: 2.2239 4.2663 0.3512
C: 2.1156 5.1101 1.3721
O: 1.2022 5.8540 1.6147
O: 3.2466 5.0270 2.0976
C: 3.5610 6.0489 3.0147
H: 0.2372 4.5445 -0.2038
H: 1.0976 3.2351 -1.0067
H: 1.3700 4.9245 -1.4557
H: 2.7495 6.7502 3.1941
H: 4.4516 6.6184 2.7388
H: 3.8337 5.5742 3.9601
C: -2.3667 4.1888 2.6383
O: -1.9337 4.2192 3.9913
C: -2.8461 4.0797 4.9343
O: -3.9363 3.6181 4.8271
O: -2.3029 4.5434 6.0554
C: -3.1965 4.6252 7.1622
H: -2.4956 5.1868 2.2117
H: -3.2517 3.5770 2.4902
H: -1.5223 3.7961 2.0792
H: -3.7730 3.7033 7.1874
H: -3.8779 5.4760 7.1321
H: -2.5638 4.7569 8.0345
C: -0.3410 -4.8574 -3.5672
O: 0.6901 -3.8846 -3.4364
C: 1.5213 -3.9771 -2.4154
O: 1.5435 -4.9095 -1.6594
O: 2.2933 -2.9201 -2.3936
C: 3.2957 -2.8862 -1.4012
H: 0.1151 -5.7539 -3.9908
H: -1.0525 -4.4371 -4.2735
H: -0.8413 -5.0683 -2.6248
H: 2.9412 -2.9888 -0.3742
H: 3.8547 -1.9581 -1.4449
H: 3.9851 -3.7203 -1.5511
C: 4.5452 -4.4204 2.1433
O: 5.7905 -4.0422 1.5851
C: 6.1603 -4.5720 0.4361
O: 5.5588 -5.4137 -0.1667
O: 7.2847 -3.9873 0.0640
C: 7.9496 -4.4722 -1.0915
H: 3.7042 -4.1959 1.4825
H: 4.4062 -4.0263 3.1356
H: 4.5387 -5.5121 2.1933
H: 7.2217 -4.8287 -1.8179
H: 8.5887 -5.3223 -0.8312
H: 8.6287 -3.7142 -1.4658
C: 1.3606 -8.4574 4.9000
O: 0.8247 -7.1571 5.0271
C: 1.4965 -6.1756 4.4339
O: 2.5096 -6.3247 3.8067
O: 0.8015 -5.0595 4.5868
C: 1.2425 -3.8378 3.9903
H: 1.6563 -8.6971 3.8804
H: 0.6210 -9.1922 5.2075
H: 2.2213 -8.6016 5.5543
H: 1.2495 -3.8725 2.9052
H: 2.2873 -3.6696 4.2641
H: 0.6604 -3.0522 4.4496
C: 0.7457 1.3433 2.1795
O: 2.0288 0.9920 2.7037
C: 2.2921 -0.0618 3.4238
O: 1.5304 -0.8367 3.9286
O: 3.5940 -0.1497 3.5519
C: 4.1001 -1.0984 4.4913
H: -0.1097 0.9841 2.7452
H: 0.6709 0.8845 1.1942
H: 0.6608 2.4167 2.0457
H: 3.6732 -2.0785 4.3311
H: 3.7498 -0.7305 5.4613
H: 5.1793 -1.0313 4.4923
C: -1.3687 3.3064 -3.8723
O: -1.0893 4.2808 -4.8783
C: -0.9554 3.8396 -6.1210
O: -1.0849 2.7222 -6.4965
O: -0.5375 4.8791 -6.8396
C: -0.2138 4.5863 -8.1949
H: -1.7229 2.3482 -4.2430
H: -2.1404 3.7622 -3.2567
H: -0.5225 3.1815 -3.1969
H: 0.1307 5.5455 -8.5812
H: -1.0607 4.2536 -8.7906
H: 0.6242 3.8954 -8.2791
C: 4.7698 2.0379 0.7083
O: 4.1677 2.2082 -0.5690
C: 3.3865 1.2761 -1.0561
O: 3.1043 0.2271 -0.5627
O: 2.9408 1.6739 -2.2418
C: 2.2822 0.6788 -3.0212
H: 4.9048 0.9807 0.9360
H: 4.1960 2.5354 1.4827
H: 5.7705 2.4566 0.6283
H: 2.9422 -0.1807 -3.1263
H: 2.0083 1.0636 -3.9991
H: 1.3422 0.3682 -2.5604
C: -4.2485 -0.2988 2.2930
O: -3.7993 -1.1697 3.3376
C: -3.6621 -2.4401 3.0676
O: -3.7372 -2.9458 1.9768
O: -3.3426 -3.0527 4.1773
C: -3.3704 -4.4923 4.1612
H: -3.4665 -0.2385 1.5389
H: -4.4681 0.6900 2.6743
H: -5.1514 -0.7633 1.8919
H: -4.3403 -4.7060 4.6131
H: -2.5941 -4.9135 4.7756
H: -3.3201 -4.9008 3.1559
C: -4.9844 2.2447 -3.0838
O: -4.9863 3.1893 -4.1691
C: -4.4474 2.7879 -5.3211
O: -4.0682 1.6962 -5.6114
O: -4.4636 3.8390 -6.1477
C: -4.2910 3.5474 -7.5226
H: -5.0439 1.2461 -3.5087
H: -5.8937 2.4276 -2.5152
H: -4.1014 2.3976 -2.4741
H: -3.4019 2.9295 -7.6871
H: -4.2140 4.4414 -8.1269
H: -5.0735 2.8702 -7.8788

Results
LUMO energy ... -0.3 eV
E_HOMO ... -7.68 eV
Maximum force ... 0.066 hartree/bohr
ΔE to the lowest compared entry with this formula, charge and spin ... 0.000 eV
Energy ... -129357.5756 eV


| no. | frontier orbital gap (eV) |
| --- | --- |
| 1 | 10.2 |
| 2 | 7.7 |
| 3 | 7.3 |